Record 1
The following is a quantum chemistry calculation of 7 unconnected molecules or ions with the total composition H14O7, from the OMol25 dataset.

Geometry (Å):
O1 -2.75 1.27 5.61
H1 -2.90 0.63 4.92
H2 -2.83 0.77 6.42
O2 0.39 -0.07 0.00
H3 0.98 0.34 0.63
H4 0.92 -0.19 -0.79
O3 3.18 1.93 -4.15
H5 3.49 2.12 -5.04
H6 3.49 2.67 -3.63
O4 2.31 1.93 4.49
H7 1.89 2.63 4.98
H8 2.40 1.22 5.12
O5 -1.00 -4.34 1.67
H9 -0.36 -4.96 1.31
H10 -0.92 -3.57 1.11
O6 -3.85 0.39 -1.86
H11 -3.61 1.17 -2.36
H12 -3.07 0.20 -1.33
O7 0.69 -1.73 -5.54
H13 1.18 -1.00 -5.17
H14 0.36 -1.40 -6.38

The calculation puts the orbital gap at 11.664 eV. As for the structure (SMILES): O.O.O.O.O.O.O. Its largest force on an atom is 0.30 eV Å⁻¹. As for the relative energy (zero: lowest compared OMol25 entry of this formula, charge and spin): 2.233 eV. The net charge is 0. As for the molar mass: 126.105 g/mol. The highest occupied orbital energy comes out at -0.417 Ha. Its LUMO energy is 0.33 eV.

natural (NBO) population analysis, charges in e, atoms 1 to 4: O -0.94; H 0.47; H 0.47; O -0.94


Record 2
The following is a quantum chemistry calculation of a molecular structure, C32H24CrN5, from the OMol25 dataset.

Geometry (Å):
Cr1 -1.80 -0.24 0.16
C1 -1.75 -0.69 4.53
C2 -1.66 0.65 4.90
C3 -1.63 1.63 3.92
C4 -1.68 1.28 2.57
C5 -1.75 -0.08 2.17
C6 -1.79 -1.04 3.19
C7 -1.66 2.31 1.50
C8 -1.54 3.71 1.76
C9 -1.54 4.59 0.73
C10 -1.65 4.13 -0.60
C11 -1.65 4.98 -1.73
C12 -1.77 4.47 -2.99
C13 -1.91 3.08 -3.17
C14 -1.92 2.24 -2.10
C15 -1.78 2.74 -0.79
N1 -1.78 1.86 0.27
H1 -1.78 -1.46 5.29
H2 -1.63 0.92 5.95
H3 -1.58 2.67 4.23
H4 -1.88 -2.09 2.93
H5 -1.45 4.06 2.78
H6 -1.46 5.65 0.91
H7 -1.55 6.05 -1.58
H8 -1.77 5.13 -3.85
H9 -2.01 2.68 -4.17
H10 -2.05 1.17 -2.25
N2 4.82 -1.84 -1.99
C16 6.05 -2.46 -1.85
C17 7.19 -2.48 -2.65
C18 8.25 -3.23 -2.17
C19 8.17 -3.93 -0.95
C20 7.04 -3.90 -0.18
C21 5.96 -3.15 -0.64
N3 4.71 -2.95 -0.07
C22 4.08 -2.18 -0.90
C23 2.70 -1.72 -0.66
C24 2.05 -2.12 0.49
C25 0.75 -1.70 0.73
N4 0.08 -0.90 -0.12
C26 0.72 -0.51 -1.23
C27 2.01 -0.89 -1.54
H11 4.54 -1.25 -2.76
H12 7.25 -1.95 -3.58
H13 9.16 -3.28 -2.75
H14 9.03 -4.50 -0.63
H15 6.97 -4.44 0.76
H16 2.56 -2.76 1.20
H17 0.23 -1.99 1.62
H18 0.18 0.16 -1.89
H19 2.45 -0.53 -2.46
C28 -6.68 -0.65 -0.12
C29 -5.83 -1.50 -0.82
C30 -4.47 -1.32 -0.68
N5 -3.92 -0.37 0.08
C31 -4.75 0.44 0.75
C32 -6.12 0.34 0.68
H20 -7.75 -0.76 -0.20
H21 -6.21 -2.29 -1.45
H22 -3.78 -1.98 -1.20
H23 -4.28 1.20 1.38
H24 -6.74 1.02 1.24

The calculation puts the orbital gap (spin up / spin down) at 7.064 / 7.636 eV. Its largest force on an atom is 1.16 eV Å⁻¹. As for the relative energy (zero: lowest compared OMol25 entry of this formula, charge and spin): 0.163 eV. The multiplicity is 5. The net charge is +1. As for the molar mass: 530.575 g/mol. The highest occupied orbital energy (spin up / spin down) comes out at -0.363 / -0.391 Ha. Its LUMO energy (spin up / spin down) is -2.82 / -3.00 eV.

natural (NBO) population analysis, charges in e, atoms 1 to 4: Cr 1.17; C -0.17; C -0.22; C -0.19


Record 3
The following is a quantum chemistry calculation of a molecular structure, C20H30AuN2OPSe2, from the OMol25 dataset.

Geometry (Å):
Au1 -1.11 0.53 -1.59
Se1 1.16 -1.30 0.51
P1 -1.10 -1.54 0.83
Se2 -2.15 -1.58 -1.06
C1 -1.49 -0.09 1.84
C2 -2.52 0.79 1.50
C3 -2.77 1.90 2.29
C4 -1.99 2.14 3.42
C5 -0.98 1.25 3.77
C6 -0.73 0.14 2.99
C7 -1.40 -3.00 1.81
C8 -2.69 -3.14 2.34
C9 -3.01 -4.25 3.09
C10 -2.04 -5.23 3.33
C11 -0.76 -5.09 2.81
C12 -0.44 -3.98 2.04
H1 -3.14 0.58 0.63
H2 -3.59 2.56 2.05
H3 -2.20 3.00 4.04
H4 -0.40 1.42 4.67
H5 0.04 -0.56 3.29
H6 -3.45 -2.38 2.16
H7 -4.01 -4.37 3.49
H8 -2.29 -6.10 3.92
H9 -0.02 -5.84 3.00
H10 0.56 -3.89 1.62
N1 1.43 4.80 -1.58
C13 1.00 4.17 -0.28
C14 0.59 2.73 -0.52
N2 -0.46 2.61 -1.56
C15 -0.06 3.26 -2.81
C16 0.33 4.72 -2.61
H11 2.27 4.33 -1.93
H12 1.69 5.78 -1.43
H13 0.17 4.77 0.09
H14 1.83 4.24 0.42
H15 0.22 2.31 0.41
H16 1.44 2.12 -0.83
H17 -1.32 3.04 -1.21
H18 -0.89 3.22 -3.52
H19 0.76 2.69 -3.24
H20 -0.49 5.32 -2.24
H21 0.70 5.16 -3.54
C17 3.34 -0.90 -1.96
C18 2.14 -1.82 -2.08
C19 2.45 -3.24 -1.65
C20 1.56 -1.80 -3.49
O1 1.04 -1.24 -1.28
H22 4.16 -1.25 -2.59
H23 3.71 -0.87 -0.93
H24 3.08 0.11 -2.28
H25 3.17 -3.68 -2.33
H26 1.55 -3.85 -1.67
H27 2.88 -3.29 -0.65
H28 2.28 -2.17 -4.21
H29 1.28 -0.79 -3.77
H30 0.67 -2.44 -3.53

The calculation puts the orbital gap at 8.231 eV. Its largest force on an atom is 0.58 eV Å⁻¹. As for the relative energy (zero: lowest compared OMol25 entry of this formula, charge and spin): 0.000 eV. The net charge is +2. As for the molar mass: 700.334 g/mol. The highest occupied orbital energy comes out at -0.511 Ha. Its LUMO energy is -5.68 eV.

natural (NBO) population analysis, charges in e, atoms 1 to 4: Au 0.49; Se 0.43; P 0.98; Se -0.26


Record 4
The following is a quantum chemistry calculation of a gas-phase ion, C14H15NO5P (charge +1), from the OMol25 dataset.

Geometry (Å):
C1 -3.20 0.02 3.07
C2 -2.34 1.15 2.57
C3 -2.43 2.40 3.17
C4 -1.68 3.48 2.72
C5 -0.81 3.31 1.66
C6 -0.71 2.07 1.05
C7 -1.47 0.99 1.50
C8 -1.38 -0.36 0.84
O1 -0.48 -0.28 -0.30
C9 -0.34 -1.39 -1.00
O2 -0.89 -2.45 -0.86
C10 0.68 -1.20 -2.10
C11 0.24 -0.81 -3.36
C12 1.15 -0.66 -4.38
N1 2.45 -0.89 -4.13
C13 2.91 -1.26 -2.93
C14 2.05 -1.45 -1.88
P1 2.71 -2.14 -0.33
O3 2.50 -3.58 -0.32
O4 4.23 -1.69 -0.33
O5 1.97 -1.36 0.84
H1 -4.18 0.04 2.59
H2 -2.75 -0.96 2.93
H3 -3.37 0.14 4.14
H4 -3.11 2.52 4.01
H5 -1.78 4.44 3.21
H6 -0.23 4.15 1.31
H7 -0.03 1.94 0.22
H8 -2.36 -0.70 0.50
H9 -0.99 -1.12 1.52
H10 -0.80 -0.63 -3.56
H11 0.88 -0.36 -5.38
H12 3.12 -0.77 -4.88
H13 3.97 -1.44 -2.84
H14 4.41 -0.76 -0.16
H15 2.09 -0.40 0.88

The calculation puts the orbital gap at 6.527 eV. As for the structure (SMILES): Cc1ccccc1COC(=O)c1cc[nH+]cc1P(=O)(O)O. Its largest force on an atom is 0.67 eV Å⁻¹. The net charge is +1. As for the molar mass: 308.250 g/mol. The highest occupied orbital energy comes out at -0.421 Ha. Its LUMO energy is -4.94 eV.

natural (NBO) population analysis, charges in e, atoms 1 to 4: C -0.64; C 0.01; C -0.19; C -0.19


Record 5
The following is a quantum chemistry calculation of a molecular structure, C27H31IrN4P, from the OMol25 dataset.

Geometry (Å):
Ir1 -0.53 -0.24 -0.06
C1 -1.71 -0.22 -2.82
C2 -0.58 -1.15 -3.20
C3 0.74 -0.60 -2.80
C4 1.79 -0.46 -3.69
C5 3.02 0.00 -3.24
C6 3.17 0.30 -1.89
C7 2.09 0.16 -1.06
N1 0.90 -0.27 -1.50
N2 -2.10 -0.36 -1.38
C8 -2.79 -1.66 -1.12
C9 -1.86 -2.72 -0.58
C10 -2.15 -4.06 -0.64
C11 -1.26 -4.98 -0.10
C12 -0.09 -4.52 0.48
C13 0.15 -3.16 0.51
N3 -0.73 -2.27 0.00
C14 -2.93 0.81 -0.98
C15 -2.06 2.03 -0.83
C16 -2.51 3.32 -0.98
C17 -1.62 4.37 -0.78
C18 -0.30 4.08 -0.45
C19 0.08 2.77 -0.30
N4 -0.79 1.75 -0.47
H1 -2.59 -0.43 -3.44
H2 -1.44 0.82 -2.99
H3 -0.61 -1.33 -4.28
H4 -0.71 -2.14 -2.74
H5 1.65 -0.72 -4.73
H6 3.85 0.10 -3.93
H7 4.12 0.65 -1.49
H8 2.16 0.37 0.00
H9 -3.31 -1.99 -2.02
H10 -3.56 -1.49 -0.36
H11 -3.07 -4.39 -1.11
H12 -1.48 -6.04 -0.14
H13 0.64 -5.20 0.90
H14 1.05 -2.75 0.95
H15 -3.40 0.59 -0.02
H16 -3.74 0.96 -1.71
H17 -3.54 3.51 -1.26
H18 -1.95 5.39 -0.90
H19 0.42 4.87 -0.31
H20 1.09 2.49 -0.06
C20 -0.55 -1.08 3.39
P1 -0.19 0.29 2.27
C21 -1.17 1.67 2.88
C22 1.55 0.69 2.46
C23 1.99 2.01 2.47
C24 3.35 2.29 2.62
C25 4.26 1.25 2.73
C26 3.82 -0.07 2.74
C27 2.47 -0.35 2.61
H21 -0.07 -2.00 3.06
H22 -1.62 -1.24 3.42
H23 -0.20 -0.83 4.39
H24 -0.81 1.90 3.89
H25 -2.21 1.37 2.95
H26 -1.10 2.56 2.26
H27 1.29 2.84 2.40
H28 3.69 3.31 2.67
H29 5.32 1.47 2.81
H30 4.53 -0.88 2.88
H31 2.14 -1.39 2.64

The calculation puts the orbital gap at 6.477 eV. Its largest force on an atom is 0.94 eV Å⁻¹. As for the relative energy (zero: lowest compared OMol25 entry of this formula, charge and spin): 0.489 eV. The net charge is +3. As for the molar mass: 634.764 g/mol. The highest occupied orbital energy comes out at -0.633 Ha. Its LUMO energy is -10.76 eV.

natural (NBO) population analysis, charges in e, atoms 1 to 4: Ir 0.96; C -0.23; C -0.48; C 0.24


Record 6
The following is a quantum chemistry calculation of 9 unconnected molecules or ions with the total composition C21H44O17, from the OMol25 dataset.

Geometry (Å):
C1 -0.53 1.39 5.97
C2 -1.79 1.84 6.79
C3 -1.50 2.90 7.90
O1 -2.76 3.42 7.97
C4 -3.29 3.45 6.72
O2 -4.30 4.02 6.37
O3 -2.60 2.53 5.94
H1 -0.12 2.16 5.31
H2 -0.70 0.53 5.32
H3 0.30 1.13 6.63
H4 -2.41 1.13 7.32
H5 -0.79 3.68 7.63
H6 -1.23 2.29 8.76
C5 -2.67 5.90 1.97
C6 -2.40 7.36 2.46
C7 -3.44 8.17 3.23
O4 -2.83 8.55 4.34
C8 -1.61 8.13 4.42
O5 -0.80 8.51 5.27
O6 -1.26 7.43 3.26
H7 -2.04 5.11 2.37
H8 -2.36 5.91 0.92
H9 -3.68 5.51 1.95
H10 -2.16 7.81 1.49
H11 -4.31 7.51 3.31
H12 -3.63 9.12 2.73
C9 4.08 -7.73 -1.90
C10 2.94 -7.10 -1.24
C11 2.81 -7.76 0.13
O7 2.69 -6.75 1.01
C12 2.99 -5.62 0.48
O8 3.05 -4.56 1.05
O9 3.14 -5.72 -0.85
H13 5.00 -7.44 -1.39
H14 4.11 -7.42 -2.94
H15 3.95 -8.80 -2.05
H16 2.05 -7.17 -1.86
H17 3.67 -8.42 0.28
H18 1.94 -8.40 0.24
C13 -3.73 -4.43 -1.08
C14 -4.52 -3.77 -2.20
C15 -6.04 -4.00 -2.18
O10 -6.62 -2.82 -1.99
C16 -5.72 -1.82 -2.04
O11 -5.88 -0.64 -1.88
O12 -4.50 -2.36 -2.06
H19 -4.08 -4.05 -0.12
H20 -2.66 -4.25 -1.10
H21 -3.74 -5.52 -1.17
H22 -4.14 -4.24 -3.11
H23 -6.33 -4.63 -1.34
H24 -6.51 -4.37 -3.09
C17 -1.37 1.75 -6.59
O13 -0.18 1.60 -5.83
H25 -1.27 1.15 -7.50
H26 -2.22 1.30 -6.08
H27 -1.69 2.76 -6.82
H28 -0.42 1.42 -4.92
C18 0.52 0.64 -0.64
O14 0.41 -0.19 -1.76
H29 0.36 0.20 0.35
H30 1.42 1.22 -0.45
H31 -0.16 1.48 -0.69
H32 -0.28 -0.83 -1.58
C19 1.41 -3.86 -5.93
O15 2.09 -2.77 -5.27
H33 0.63 -3.57 -6.64
H34 2.07 -4.46 -6.55
H35 1.11 -4.59 -5.19
H36 1.47 -2.42 -4.62
C20 4.76 3.52 -3.82
O16 4.89 2.13 -3.79
H37 5.66 4.05 -4.14
H38 4.07 3.98 -4.52
H39 4.59 3.93 -2.83
H40 5.50 2.03 -3.05
C21 7.05 0.67 1.17
O17 7.53 0.99 -0.18
H41 7.86 0.84 1.88
H42 6.16 1.29 1.30
H43 6.67 -0.35 1.14
H44 8.28 0.44 -0.40

The calculation puts the orbital gap at 9.753 eV. As for the structure (SMILES): C[C@H]1COC(=O)O1.C[C@H]1COC(=O)O1.C[C@H]1COC(=O)O1.C[C@H]1COC(=O)O1.CO.CO.CO.CO.CO. Its largest force on an atom is 5.18 eV Å⁻¹. As for the relative energy (zero: lowest compared OMol25 entry of this formula, charge and spin): 3.805 eV. The net charge is 0. As for the molar mass: 568.566 g/mol. The highest occupied orbital energy comes out at -0.360 Ha. Its LUMO energy is -0.05 eV.

Mulliken population analysis, charges in e, atoms 1 to 4: C -1.30; C 0.34; C -0.56; O -0.31


Record 7
The following is a quantum chemistry calculation of 2 unconnected molecules or ions with the total composition C2H7OPS, from the OMol25 dataset.

Geometry (Å):
C1 0.83 0.58 -0.54
C2 -0.34 -0.26 -0.06
O1 2.07 0.23 0.03
P1 -2.08 0.25 0.01
S1 0.13 -1.97 -0.07
H1 1.08 0.47 -1.62
H2 0.53 1.60 -0.25
H3 0.00 0.54 1.77
H4 2.04 0.58 1.00
H5 -2.46 -0.70 -0.80
H6 -1.88 1.18 -1.15
H7 1.46 -1.37 0.04

The calculation puts the orbital gap (spin up / spin down) at 7.789 / 7.794 eV. Its largest force on an atom is 3.16 eV Å⁻¹. As for the relative energy (zero: lowest compared OMol25 entry of this formula, charge and spin): 6.032 eV. The net charge is 0. As for the molar mass: 110.118 g/mol. The highest occupied orbital energy (spin up / spin down) comes out at -0.303 / -0.303 Ha. Its LUMO energy (spin up / spin down) is -0.45 / -0.44 eV.

natural (NBO) population analysis, charges in e, atoms 1 to 4: C -0.17; C -0.45; O -0.71; P 0.42


Record 8
The following is a quantum chemistry calculation of 2 unconnected molecules or ions with the total composition CH7NS, from the OMol25 dataset.

Geometry (Å):
C1 -0.80 -2.89 -1.03
N1 0.31 -2.08 -1.49
H1 -0.64 -3.05 0.13
H2 -1.69 -2.39 -1.29
H3 -0.77 -3.91 -1.63
H4 0.19 -2.09 -2.51
H5 1.21 -2.54 -1.33
S1 1.02 6.76 2.61
H6 -0.10 6.30 3.01
H7 1.30 5.90 3.53

The calculation puts the orbital gap at 10.418 eV. As for the structure (SMILES): CN.S. Its largest force on an atom is 3.92 eV Å⁻¹. As for the relative energy (zero: lowest compared OMol25 entry of this formula, charge and spin): 1.181 eV. The net charge is 0. As for the molar mass: 65.141 g/mol. The highest occupied orbital energy comes out at -0.342 Ha. Its LUMO energy is 1.12 eV.

natural (NBO) population analysis, charges in e, atoms 1 to 4: C -0.40; N -0.83; H 0.19; H 0.19


Record 9
The following is a quantum chemistry calculation of a molecular structure, C25H33O2SSc, from the OMol25 dataset.

Geometry (Å):
O1 0.26 -0.21 -4.69
C1 0.05 1.16 -5.24
C2 -0.05 0.67 -6.69
H1 0.93 1.77 -5.00
H2 -0.88 1.62 -4.86
C3 0.09 -0.74 -6.06
H3 0.80 0.98 -7.31
H4 -1.01 0.87 -7.16
C4 1.36 -1.46 -6.43
H5 2.21 -0.78 -6.31
H6 1.34 -1.77 -7.49
H7 1.47 -2.36 -5.80
C5 -1.17 -1.60 -6.21
H8 -2.08 -1.04 -5.93
H9 -1.07 -2.53 -5.63
H10 -1.28 -1.89 -7.27
Sc1 -0.25 -0.47 1.82
C6 -2.20 -0.98 3.19
C7 -1.85 0.39 3.37
C8 -2.01 1.06 2.11
H11 -1.60 0.86 4.32
C9 -2.46 0.09 1.16
C10 -2.57 -1.17 1.83
H12 -2.99 -2.09 1.40
H13 -2.25 -1.73 3.99
H14 -1.87 2.13 1.92
H15 -2.79 0.29 0.13
C11 0.88 -1.89 3.41
C12 0.13 -2.76 2.56
C13 0.63 -2.63 1.23
H16 -0.63 -3.48 2.89
C14 1.70 -1.69 1.25
C15 1.87 -1.24 2.60
H17 2.67 -0.59 2.96
H18 0.78 -1.80 4.49
H19 0.31 -3.23 0.37
H20 2.35 -1.43 0.41
O2 0.47 0.45 -0.33
C16 -0.17 -0.45 -1.28
C17 -0.63 0.42 -2.42
H21 -1.01 -1.01 -0.82
H22 0.58 -1.19 -1.62
C18 0.31 1.61 -2.38
H23 -1.68 0.76 -2.35
H24 -0.55 -0.19 -3.32
C19 0.48 1.80 -0.89
H25 -0.10 2.49 -2.87
H26 1.27 1.38 -2.85
H27 -0.42 2.31 -0.50
H28 1.37 2.34 -0.54
S1 1.08 1.72 3.01
C20 1.03 1.66 4.71
C21 1.93 0.85 5.46
C22 1.82 0.76 6.84
C23 0.84 1.50 7.53
C24 -0.04 2.32 6.81
C25 0.06 2.41 5.42
H29 2.69 0.30 4.92
H30 2.50 0.11 7.39
H31 0.75 1.41 8.61
H32 -0.81 2.87 7.33
H33 -0.60 3.05 4.85

The calculation puts the orbital gap at 7.009 eV. Its largest force on an atom is 3.19 eV Å⁻¹. As for the relative energy (zero: lowest compared OMol25 entry of this formula, charge and spin): 0.000 eV. The net charge is 0. As for the molar mass: 442.560 g/mol. The highest occupied orbital energy comes out at -0.248 Ha. Its LUMO energy is 0.25 eV.

natural (NBO) population analysis, charges in e, atoms 1 to 4: O -0.57; C -0.06; C -0.47; H 0.19